Below is the molecule C4H6N2S2 in a non-equilibrium geometry, with properties calculated with ωB97M-V with the def2-TZVPD basis set.

The geometry in XYZ format:
```
14
Properties=species:S:1:pos:R:3:forces:R:3
N -1.784114 0.769329 1.071786 -0.66 0.15 -0.90
S -1.559931 -1.028326 -1.862536 0.47 0.16 0.68
N 0.777473 -0.180231 -0.612099 -1.59 0.23 0.01
H 1.514305 -0.202437 1.336158 -0.63 0.13 0.48
C 1.779623 -0.117346 -1.492364 1.45 -1.40 -0.68
C 0.711277 0.308851 0.787567 0.76 -0.06 -0.88
H -0.782442 -1.133041 1.378871 -0.33 0.22 -0.16
H 0.835059 1.396297 0.836231 -0.23 -0.23 0.08
C -0.767692 -0.201568 0.779919 0.74 -0.30 2.20
H 2.711447 0.116720 -0.949619 -0.26 0.45 -0.44
H -2.160185 0.915888 2.010320 0.61 -0.67 -0.37
H -2.546890 0.587678 0.421925 -0.05 0.29 0.28
C -0.567932 -0.553961 -0.666157 -0.05 0.40 -1.14
S 1.840002 -0.677853 -3.040002 -0.22 0.63 0.85
```
Positions in Å, forces in eV/Å.

## Properties
**SMILES**: N[C@@H]1CN(C=S)C1=S
**HOMO energy**: -0.30316 hartree
**Energy relative to the best compared isomer or geometry (same formula, charge and spin)**: 171.2 kJ/mol
**E_LUMO**: -0.80 eV
**Electronic energy**: -1061.85097 hartree

Table of Mulliken atomic charges, one value per atom, all in e: number 1, N, carries -0.6294; number 2, S, carries -0.2539; number 3, N, carries 0.1314; number 4, H, carries 0.3149; number 5, C, carries -0.0823; number 6, C, carries -0.8447; number 7, H, carries 0.2152; number 8, H, carries 0.2908; number 9, C, carries 0.5994; number 10, H, carries 0.2835; number 11, H, carries 0.2316; number 12, H, carries 0.2288; number 13, C, carries -0.2448; number 14, S, carries -0.2404